{
  "formula": "C77H171N7O13",
  "method": "ωB97M-V with the def2-TZVPD basis set",
  "symbols": ["O", "O", "O", "O", "O", "O", "O", "O", "O", "O", "O", "O", "O", "N", "N", "N", "N", "N", "N", "N", "C", "C", "C", "C", "C", "C", "C", "C", "C", "C", "C", "C", "C", "C", "C", "C", "C", "C", "C", "C", "C", "C", "C", "C", "C", "C", "C", "C", "C", "C", "C", "C", "C", "C", "C", "C", "C", "C", "C", "C", "C", "C", "C", "C", "C", "C", "C", "C", "C", "C", "C", "C", "C", "C", "C", "C", "C", "C", "C", "C", "C", "C", "C", "C", "C", "C", "C", "C", "C", "C", "C", "C", "C", "C", "C", "C", "C", "H", "H", "H", "H", "H", "H", "H", "H", "H", "H", "H", "H", "H", "H", "H", "H", "H", "H", "H", "H", "H", "H", "H", "H", "H", "H", "H", "H", "H", "H", "H", "H", "H", "H", "H", "H", "H", "H", "H", "H", "H", "H", "H", "H", "H", "H", "H", "H", "H", "H", "H", "H", "H", "H", "H", "H", "H", "H", "H", "H", "H", "H", "H", "H", "H", "H", "H", "H", "H", "H", "H", "H", "H", "H", "H", "H", "H", "H", "H", "H", "H", "H", "H", "H", "H", "H", "H", "H", "H", "H", "H", "H", "H", "H", "H", "H", "H", "H", "H", "H", "H", "H", "H", "H", "H", "H", "H", "H", "H", "H", "H", "H", "H", "H", "H", "H", "H", "H", "H", "H", "H", "H", "H", "H", "H", "H", "H", "H", "H", "H", "H", "H", "H", "H", "H", "H", "H", "H", "H", "H", "H", "H", "H", "H", "H", "H", "H", "H", "H", "H", "H", "H", "H", "H", "H", "H", "H", "H", "H", "H", "H", "H", "H", "H", "H", "H", "H", "H", "H", "H", "H"],
  "positions_angstrom": [[5.29110, 3.71190, -2.07143], [6.61513, 1.14875, -2.22779], [7.26693, 0.14631, 1.59949], [1.35047, -5.99571, -3.43950], [-4.42723, 4.57875, -6.81648], [-2.13660, -0.99235, -2.62030], [0.37831, 3.78482, -4.50490], [-2.60042, 8.13094, -2.41398], [-1.67772, -0.01799, -0.14388], [-0.54704, 1.30062, -3.52042], [-4.19541, -0.13895, 0.88228], [1.24185, 0.91410, 6.36422], [-2.12304, -5.05326, 3.88656], [-0.77561, -5.03996, 3.45302], [-4.39635, -1.33554, 1.66679], [-0.84257, 1.08536, -0.55416], [-5.56080, 3.79534, -6.37346], [0.55171, 2.15129, 6.55601], [6.28788, -0.81659, 1.31236], [2.52935, -5.34846, -2.99385], [4.14265, -1.74176, 1.97271], [0.51661, 0.57243, 1.57313], [5.60942, 0.32075, -2.81595], [-4.40954, -1.10454, -3.45366], [7.80657, -2.69011, 2.13918], [1.27998, -3.14687, -3.36261], [-0.11662, -4.95900, 5.99872], [-5.32744, -3.68081, 1.96701], [0.66053, 2.52879, -5.11244], [-6.71573, 1.69813, -6.26419], [-1.38054, -3.50795, 1.67909], [-7.15681, 3.50202, -4.53353], [4.75934, -3.08979, 1.61831], [0.01924, -5.58487, 4.57301], [-2.55127, 2.60382, -1.18207], [0.93604, -3.69154, 2.51474], [0.53660, 0.82821, 0.00754], [0.87371, 2.59363, 7.99796], [4.80672, -4.58525, -3.62445], [0.71558, 1.41922, -4.07741], [5.19684, -0.69649, 2.29352], [-0.44040, 3.50734, -0.53439], [-1.97986, 7.16768, -3.15241], [0.20432, 3.85529, 8.25182], [-5.87038, 4.22846, -4.96844], [-0.92729, 6.46380, -2.28743], [-5.30105, 2.32373, -8.18813], [4.07394, 5.25225, -0.80158], [-0.69596, -2.42765, 3.79462], [-4.07423, 1.75258, -6.20392], [6.26392, 4.56050, 0.01090], [-5.00386, -0.86595, 2.99179], [-5.83162, -3.24855, 3.28938], [-6.35305, -0.19371, 2.93532], [-5.02725, -2.11356, 3.93446], [1.51973, -5.46311, 4.21082], [-6.25847, 5.67940, -5.06469], [4.17438, 0.59918, -2.42698], [-0.31698, -7.01183, 4.73813], [3.80206, -6.78572, -4.49128], [7.80662, -1.82514, -0.25350], [2.40395, 2.75310, 8.00942], [0.88742, 3.31231, 0.10957], [1.91331, -4.15657, 3.59773], [4.54589, -3.23991, -3.01530], [5.83051, -3.04508, 0.55920], [-3.09469, -1.88719, -3.25961], [-5.13966, -2.42542, 0.98365], [5.88646, 0.24651, -4.37220], [-0.51241, -3.71381, 2.94890], [-5.40131, 2.38183, -6.68938], [-7.19353, 2.00942, -4.78098], [6.97871, -2.10424, 1.01007], [1.47292, 1.98573, -0.35049], [-4.70620, 4.18842, -3.94183], [-1.86769, 2.53383, 1.25494], [2.97219, -4.59450, -5.42313], [-4.22823, -2.80891, -0.18723], [3.49410, -5.29991, -4.15105], [0.95511, -0.48878, -0.69321], [-2.55913, -2.41850, -4.57473], [3.43007, -3.33418, -1.96766], [1.29742, -4.32781, -1.14935], [5.03025, 4.10338, -0.72020], [-1.40609, 2.35950, -0.20911], [-1.69588, 0.90208, 6.76036], [0.42666, 1.65164, 9.13919], [-6.54319, -2.01973, 0.41626], [-1.32277, 3.88267, 7.88809], [-4.05148, 0.19580, 3.51140], [-1.34966, 7.94927, -4.30543], [-0.73022, 1.76428, 4.61794], [5.81816, -0.84961, 3.76578], [-0.83578, 2.02191, 6.09646], [2.12696, -4.02942, -2.38506], [-1.38592, 3.43541, 6.39805], [4.65113, 0.73071, 2.15420], [2.75300, 3.20886, 7.07208], [-0.83327, 4.49578, -0.24958], [7.24296, -1.08926, -0.81781], [-7.16950, -0.82586, 2.68175], [-4.29874, -1.97098, -0.88711], [6.82639, -0.42293, 3.73776], [-4.30620, 0.46736, 4.57231], [-4.20553, 1.08421, 2.85268], [3.73701, -7.23316, -3.50706], [7.47861, 0.95577, -2.58496], [5.09083, -3.59400, 2.60663], [-5.68463, -4.08447, 3.97450], [-3.27237, 1.76053, -1.23525], [8.19512, -2.74290, -0.69134], [-3.26169, -2.72897, -2.56779], [-2.71473, -1.66346, -5.38340], [3.59239, -0.29219, -2.74974], [1.97066, -0.74224, -0.37777], [-1.69882, 4.88337, 8.04839], [5.50882, 1.16387, -4.81973], [-7.41489, 3.64257, -3.46949], [5.78345, -0.71157, -2.50811], [4.39303, 0.91270, 1.09117], [5.49897, -4.44412, -4.47117], [-7.40365, 2.01972, -7.02418], [-2.05554, 1.55722, 1.72646], [-1.51717, -2.62940, -4.42074], [-6.87424, 6.03437, -4.23896], [-0.30603, -7.57022, 3.78951], [-2.39648, -3.22008, 1.98245], [4.36343, -2.58893, -3.91349], [-6.18625, 0.62503, 2.24905], [8.15521, -3.65418, 1.85967], [-0.17051, 0.88694, 4.38335], [1.71676, -5.02001, -0.40867], [-1.89484, 3.15087, 8.55473], [8.66892, -2.01922, 2.48054], [-0.04799, -5.68914, 6.85035], [-5.37597, 6.19767, -5.37558], [-1.36991, -7.22384, 5.07753], [-2.36989, 3.47942, 5.98276], [-1.91127, -0.43050, -0.99091], [-4.30160, 3.20031, -3.84891], [3.98394, 0.69164, -1.34899], [-8.20351, 1.62370, -4.63688], [-0.04666, 2.19594, -5.88420], [0.59159, -3.81006, -3.84653], [-3.06152, -3.34437, -4.85822], [-3.23959, -2.97378, 0.19165], [-0.09060, -2.41312, 4.72504], [0.96538, 0.50453, -4.58717], [8.69542, -1.34507, 0.08733], [2.13575, -3.40744, 4.40954], [0.75337, 4.62492, 7.71573], [3.00856, -7.19082, -5.07957], [1.12872, -6.55615, -2.68142], [0.97919, -0.32860, -1.80539], [-1.03535, 2.97585, 1.78346], [2.48082, 1.87811, 0.10795], [-6.53373, 0.59207, -6.43371], [5.91854, 2.99608, -2.10261], [-5.45930, -1.76752, 4.89676], [0.73900, 3.26264, 1.18746], [-0.51655, 5.63139, -2.87173], [-6.10412, 2.91541, -8.60241], [-0.53154, -1.60933, 3.07133], [-0.54638, 3.91477, -4.46327], [-0.54274, 1.46168, -2.55748], [-5.19768, -1.83916, -3.69032], [-1.69962, -2.25932, 4.18016], [0.72729, -2.43692, -2.76476], [1.45673, 1.57791, -3.30273], [5.38361, -5.31519, -3.04160], [7.31005, -2.98043, 3.04482], [6.93174, 5.18560, -0.62376], [0.37833, -4.77799, -1.52104], [-0.15399, 7.17138, -2.07961], [1.64016, 2.00094, -1.37881], [5.42906, -2.82794, -2.55257], [-5.34278, 1.28584, -8.51345], [-0.88704, -2.63439, 1.17130], [-1.76530, -0.31581, -3.19524], [4.50399, 6.15779, -1.22679], [6.03050, 5.14016, 0.90919], [3.54251, -4.93097, -6.27876], [-4.68960, 4.92743, -7.65340], [-0.36159, 3.50866, -1.59326], [1.95530, -4.88119, -5.48233], [3.17366, 4.90988, -1.34292], [-1.08256, -0.03832, 6.79620], [-4.30146, -4.08353, 2.10308], [-2.08313, 1.05987, 7.80059], [-3.87495, 1.84100, -5.14837], [-6.92013, 5.66669, -5.96214], [-4.56439, -0.51882, -2.57167], [-0.58761, 1.65300, 9.49284], [1.10984, -3.35455, -0.63693], [1.57901, 2.63371, -5.64680], [3.75091, 1.46164, -2.88081], [5.15192, -0.37245, 4.50182], [4.80958, -6.83240, -4.89889], [-3.89494, 4.82723, -4.36812], [-0.15680, 2.58584, 4.11366], [-4.33766, 2.70535, -8.48883], [3.19327, -2.30961, -1.56982], [-2.67830, 3.23188, 1.30135], [3.00484, 1.84699, 8.14475], [-2.22069, -4.50770, 4.69656], [5.49882, -2.55107, -0.37119], [-1.40786, 6.09365, -1.39667], [-6.92120, -3.02711, 3.33008], [3.56618, -1.36279, 1.11555], [-1.04223, -4.39180, 6.14891], [0.65390, 0.62318, 8.92328], [5.36299, 1.48156, 2.50950], [0.41524, 1.54958, 2.00395], [-1.26790, -4.38330, 1.07056], [-4.03792, -2.47541, 4.13882], [-6.53739, 1.55200, -4.02216], [1.92847, -2.63799, -4.03415], [1.22867, -2.76159, 2.00613], [0.99063, -4.42487, 1.70936], [-1.72907, 1.66761, 4.20853], [1.05802, 1.93325, 9.96349], [-4.65866, -3.70323, -0.58862], [-0.37498, -0.01645, 1.81919], [0.59966, 0.20923, 6.61429], [3.95861, -3.79862, 1.33660], [-3.02116, 8.80322, -2.96049], [-6.53597, -0.98755, 0.11496], [-7.35382, -2.12565, 1.13492], [-5.06375, 4.65986, -2.97214], [-2.74210, 6.43448, -3.55178], [-5.93406, -4.40907, 1.43095], [-2.11549, 8.45008, -4.95940], [-3.26358, -0.19172, 0.76629], [-6.60860, 0.16914, 3.95190], [3.79068, 0.75394, 2.76383], [3.66578, 5.48861, 0.22705], [1.48219, 4.21310, -0.14370], [7.05839, 0.85472, 0.99773], [-3.06676, -0.19849, 3.45224], [-3.14414, 3.41873, -0.81120], [5.40986, -0.59582, -4.85349], [2.76105, 3.36148, 8.86230], [-0.70469, 8.75797, -4.01112], [-0.66593, 4.07207, 5.86240], [-2.14042, 2.71005, -2.18938], [3.50553, -1.83395, 2.84317], [0.42381, -7.39619, 5.39393], [-3.26155, 2.24610, -6.76827], [0.64556, -4.20162, 6.17706], [3.00252, -3.51134, -5.35629], [5.88966, -1.89951, 4.07023], [1.70998, -6.28472, 3.51539], [-0.76882, 7.22832, -4.95952], [6.89706, 3.67558, 0.25931], [2.18620, -5.73331, 5.01433], [2.90760, -4.30783, 3.08920], [4.57096, 3.24562, -0.13642], [1.40876, -0.00319, 1.91885], [-4.31203, -0.54152, -4.36589], [3.76937, -3.96644, -1.13244], [-4.05129, 0.70040, -6.48801], [-6.66046, -2.75444, -0.39020], [-7.99536, 3.97310, -5.05325], [-2.55962, 0.75688, 6.11974], [6.94821, 0.02246, -4.60110], [6.15712, -4.07082, 0.36810], [0.30188, 4.19851, 9.30935], [0.23508, -1.29310, -0.49461]],
  "forces_ev_per_angstrom": [[-0.54, 0.67, 0.37], [-1.11, 0.79, 0.83], [0.62, 0.07, 0.46], [-0.37, -0.39, 0.10], [0.29, -1.00, 1.18], [-0.30, -1.08, 0.39], [1.38, -0.33, -0.43], [-1.53, 1.34, 2.49], [0.42, 1.19, 0.24], [-1.45, -0.26, 0.69], [-2.08, -1.25, -0.06], [-0.55, -0.47, -0.02], [-0.96, -0.24, 0.01], [-0.58, 0.34, 1.76], [-0.93, 0.26, 2.37], [1.90, -0.60, 0.25], [-0.23, 1.10, 0.91], [0.92, -0.56, 1.56], [-0.31, -0.62, -0.96], [0.80, 1.15, -0.03], [0.47, 0.22, -0.54], [-0.05, -0.42, -1.49], [1.23, -1.70, -1.71], [0.67, -1.89, -0.61], [1.31, 1.05, 0.76], [0.51, -0.88, 1.72], [-0.45, 0.79, 0.44], [1.97, 1.97, -1.66], [-0.20, -0.21, 0.37], [1.12, -1.26, 1.23], [1.16, 1.43, 1.04], [-0.57, -0.25, 0.24], [-0.97, -1.40, 1.69], [1.30, 1.03, 0.87], [-0.97, -1.51, 0.05], [0.67, -0.89, -0.40], [-0.29, -1.89, 0.56], [-0.07, -2.40, -0.69], [0.12, -1.57, -1.08], [0.44, 0.51, -0.54], [1.95, 0.07, 1.38], [-0.24, -0.36, 0.67], [0.60, -0.25, -1.82], [-1.56, 2.93, 0.89], [-0.14, -0.24, 0.61], [-1.06, -0.18, -1.37], [-0.07, -0.43, -0.27], [-2.06, -0.19, 1.17], [-0.45, -0.43, 0.83], [-0.03, 0.20, -0.40], [1.82, -0.57, -0.14], [1.11, -1.34, 0.19], [-0.95, -0.27, 2.08], [0.22, 0.26, 0.72], [-0.98, 1.17, -0.96], [-0.66, -1.25, -1.03], [-1.34, -0.42, -2.03], [-0.12, -0.78, 0.30], [-1.99, -1.68, -1.03], [0.04, 1.67, 1.37], [0.46, -0.01, 1.56], [0.77, 0.22, 0.45], [0.47, 0.46, -0.22], [1.69, 1.10, -0.23], [-0.74, 0.07, -0.57], [0.34, 0.84, 0.59], [-0.30, 0.87, -0.01], [-0.48, 0.18, 0.14], [-0.25, 0.16, 0.96], [0.34, 1.67, -0.89], [0.80, 0.06, 0.59], [0.98, -0.28, -1.37], [-1.14, -0.09, -0.23], [0.34, 0.28, 1.99], [-0.26, 0.97, -0.46], [1.00, -1.03, -0.30], [0.63, 0.02, 1.08], [-1.37, 0.77, 0.64], [0.72, 0.37, 0.26], [0.30, 0.85, -0.78], [-0.45, 0.56, -0.22], [-0.24, 0.60, 0.36], [-0.36, 0.60, 0.16], [-0.10, -0.32, -0.01], [-1.89, 1.45, 0.34], [0.70, -0.27, 0.57], [1.00, -0.54, -0.50], [1.02, -1.02, 0.49], [1.02, -2.01, -0.18], [-1.28, 0.85, 0.47], [0.06, -1.63, -2.29], [-0.05, 1.27, -0.69], [-1.05, -0.24, -0.79], [0.17, 0.67, 1.83], [0.66, 0.06, -1.09], [0.58, -0.03, 0.33], [0.74, -0.64, -0.81], [-0.25, 0.02, 0.30], [-0.36, -0.61, 0.05], [0.03, -0.46, -0.74], [-0.56, -0.41, -0.61], [0.34, -0.38, -0.06], [-0.40, 0.09, 0.32], [0.25, -0.24, -0.91], [0.61, -0.50, 0.77], [0.44, -0.67, 0.05], [0.17, -0.29, -0.31], [0.14, 0.84, -1.49], [-0.36, -0.30, 0.09], [0.45, 0.18, 0.19], [-0.66, -0.06, -0.57], [0.35, 0.53, -0.11], [0.35, -0.57, 0.49], [0.27, 0.53, 0.06], [-0.10, -0.26, 0.04], [-0.26, 0.15, -0.12], [0.40, 0.09, -0.32], [0.58, 0.33, -0.21], [0.21, -0.04, 0.50], [0.05, 0.02, 0.51], [-0.44, -0.06, -0.18], [-0.89, 0.16, 0.04], [-0.45, 0.56, -0.12], [0.60, -0.15, -0.28], [0.64, 0.21, 0.21], [0.47, 0.29, 0.07], [0.33, -0.34, -0.43], [-0.44, -0.07, 1.09], [-0.74, 0.38, -0.20], [0.99, -0.74, -0.81], [0.24, -0.85, 0.07], [0.39, 0.12, -0.38], [0.66, 1.08, -0.81], [-1.07, -0.90, -0.76], [-0.08, 0.44, -1.09], [0.30, 1.06, 0.47], [1.12, 0.53, 0.25], [-0.73, 0.40, -0.35], [-0.19, -0.27, -0.50], [0.11, -0.47, 0.69], [0.50, -0.09, -0.13], [0.06, -0.06, 0.04], [-0.39, 0.46, 0.25], [-0.43, -0.11, -0.57], [-0.06, 0.06, -0.04], [0.52, -0.03, -0.22], [0.26, 0.30, -0.85], [0.26, -0.65, -0.30], [0.82, 0.74, 0.11], [-0.53, -0.35, -0.79], [-0.30, 0.42, -0.48], [-0.17, -0.38, -0.73], [0.03, -0.01, -0.39], [-0.03, -0.14, 0.88], [-0.01, 0.14, 0.50], [-0.63, -0.41, -0.08], [-0.42, 1.06, 0.34], [0.52, -0.71, 0.14], [0.06, -0.41, -0.45], [0.35, 0.37, 0.11], [0.07, 0.11, 0.30], [-0.23, 0.03, -0.47], [0.36, -0.18, 0.85], [-1.55, 0.04, 0.08], [0.07, -0.32, -0.01], [-0.08, 0.37, 0.54], [-0.47, -0.25, -0.20], [-0.24, 0.33, 0.05], [0.30, 0.29, -0.03], [-0.43, 0.28, 0.67], [-0.88, 0.46, 0.40], [-0.70, -0.20, 0.18], [-0.41, 0.25, 0.38], [0.59, 0.36, 0.43], [0.20, 0.08, -1.92], [0.43, 0.02, 0.18], [-0.21, -0.05, -0.20], [-0.78, -0.67, 0.07], [0.03, 0.19, -0.58], [0.02, -0.15, -0.16], [0.00, -0.32, -0.02], [0.02, -0.07, -0.24], [-0.48, 0.38, -0.83], [0.50, 0.28, -1.16], [-1.12, -0.29, -0.66], [0.45, 0.47, -0.23], [-0.91, 0.46, -0.13], [-0.58, -0.12, -0.07], [0.59, 0.23, -0.92], [0.00, -0.07, 0.32], [0.18, 0.51, 0.52], [-0.61, 0.43, 0.32], [-0.59, 0.52, -0.24], [-0.19, -0.80, -0.29], [0.94, 0.09, -0.13], [-0.22, 0.90, -0.55], [0.41, 0.13, -0.21], [-0.16, -0.39, -0.29], [-0.53, -0.46, 0.45], [-0.70, -0.45, 0.48], [0.17, 0.26, -0.33], [0.09, -0.91, -0.17], [-0.69, 0.09, 0.19], [-0.63, -0.28, -0.28], [0.35, -0.19, -0.52], [-0.37, -0.58, 0.35], [0.02, -0.05, 0.34], [0.60, -0.03, -0.29], [-0.09, -0.14, 0.14], [-0.17, -0.27, 0.05], [0.29, -0.60, -0.17], [-0.13, -0.15, -0.09], [0.30, 0.05, 0.86], [-0.45, -0.45, -0.46], [0.78, -0.04, -0.02], [-0.09, -0.28, -0.49], [0.21, 0.47, -0.64], [-0.18, 0.08, 0.55], [0.20, -0.30, -0.10], [-0.13, 0.12, -0.37], [0.20, 0.01, 0.62], [0.06, -0.63, -0.73], [0.22, 0.17, -0.07], [0.73, 0.50, -0.06], [0.11, 0.41, -0.27], [0.10, -0.30, -0.07], [0.05, 0.31, -0.65], [0.05, -0.25, 0.01], [0.56, -0.83, -1.06], [0.82, 0.44, 0.29], [-0.11, -0.05, 0.18], [0.37, -0.71, 0.53], [1.52, 0.39, -0.52], [0.32, 0.17, -0.53], [-1.25, 0.44, 0.63], [0.66, -0.09, -0.91], [0.18, -0.77, 0.34], [0.05, 0.44, -0.44], [1.14, -0.02, -0.01], [-0.13, 0.83, -0.39], [-0.70, -0.22, 0.11], [-0.53, 0.15, -0.35], [0.47, 0.08, 0.63], [-0.64, 0.22, -0.15], [-0.36, 0.45, 0.06], [-0.42, -0.04, 0.09], [0.36, -0.88, 0.76], [-0.24, -0.17, 0.51], [0.24, -0.01, -0.05], [0.20, 0.01, -0.14], [-0.02, 0.15, -0.17], [-0.03, 0.12, -0.51], [-0.50, 0.96, 0.46], [-0.37, 0.58, 0.19], [-0.11, 0.14, 0.80], [-0.84, 0.19, 0.61], [0.28, 0.75, -0.63], [-0.49, 0.72, -0.29], [0.04, 0.82, -0.11], [0.37, 0.42, -0.11], [-0.03, -0.11, 0.07], [-0.60, 0.61, -0.16], [0.07, -0.01, -0.28], [-0.07, -0.34, -0.06], [-0.33, 0.71, 0.37], [0.31, 0.22, -0.24], [0.13, -0.62, -0.48], [0.40, 0.21, 0.12]],
  "lowdin_charge": [-0.05, -0.06, -0.03, -0.04, -0.02, -0.08, -0.05, -0.04, -0.06, -0.08, -0.04, -0.06, -0.04, -0.05, -0.05, -0.06, -0.07, -0.08, -0.11, -0.09, -0.13, 0.00, -0.44, -0.04, -0.03, -0.01, -0.02, -0.12, -0.21, -0.10, -0.02, -0.16, -0.19, -0.52, -0.02, -0.15, -0.42, -0.51, -0.14, -0.25, -0.48, -0.15, -0.53, -0.19, -0.51, -0.02, -0.06, -0.08, -0.01, -0.02, -0.07, -0.50, -0.20, -0.04, -0.11, -0.15, -0.06, -0.04, -0.07, -0.03, -0.02, -0.04, -0.15, -0.18, -0.19, -0.13, -0.43, -0.47, -0.02, -0.52, -0.55, -0.15, -0.49, -0.11, -0.02, 0.00, -0.03, -0.03, -0.46, -0.02, -0.04, -0.12, -0.04, -0.52, -0.51, 0.00, -0.03, -0.02, -0.13, -0.06, -0.07, -0.04, -0.01, -0.53, -0.48, -0.12, -0.02, 0.09, 0.12, 0.07, 0.05, 0.06, 0.08, 0.10, 0.09, 0.08, 0.09, 0.14, 0.11, 0.09, 0.09, 0.12, 0.09, 0.08, 0.06, 0.10, 0.08, 0.13, 0.09, 0.07, 0.12, 0.10, 0.07, 0.06, 0.10, 0.10, 0.06, 0.11, 0.09, 0.07, 0.06, 0.09, 0.11, 0.12, 0.10, 0.07, 0.11, 0.11, 0.06, 0.04, 0.07, 0.11, 0.12, 0.07, 0.09, 0.05, 0.08, 0.12, 0.07, 0.12, 0.12, 0.07, 0.11, 0.09, 0.05, 0.11, 0.13, 0.03, 0.13, 0.10, 0.07, 0.09, 0.07, 0.05, 0.05, 0.10, 0.06, 0.06, 0.09, 0.12, 0.05, 0.09, 0.08, 0.08, 0.07, 0.08, 0.09, 0.09, 0.07, 0.09, 0.08, 0.09, 0.09, 0.09, 0.06, 0.07, 0.08, 0.11, 0.08, 0.05, 0.10, 0.06, 0.06, 0.08, 0.11, 0.06, 0.08, 0.08, 0.07, 0.11, 0.07, 0.11, 0.09, 0.08, 0.08, 0.10, 0.06, 0.12, 0.10, 0.07, 0.07, 0.09, 0.04, 0.09, 0.09, 0.11, 0.05, 0.11, 0.10, 0.07, 0.08, 0.09, 0.06, 0.07, 0.09, 0.09, 0.07, 0.06, 0.12, 0.13, 0.12, 0.09, 0.03, 0.10, 0.06, 0.10, 0.11, 0.09, 0.06, 0.08, 0.05, 0.09, 0.07, 0.12, 0.07, 0.11, 0.07, 0.08, 0.07, 0.06, 0.06, 0.12, 0.10, 0.08, 0.12, 0.10, 0.13, 0.09, 0.04, 0.11, 0.08, 0.08, 0.11, 0.06, 0.09, 0.13, 0.13, 0.07],
  "gap_ha": 0.323,
  "fmax_ev_per_a": 3.44,
  "energy_ev": -119660.314,
  "e_lumo_ha": 0.0159
}